17 unconnected molecules or ions with the total composition C96H162F8O33 in a non-equilibrium geometry, computed with wB97M-V/def2-TZVPD.

CARTESIAN COORDINATES (ANGSTROEM)
C  11.44588  12.20530  33.71802
C  12.91624  12.44238  34.00386
O  13.21720  13.57069  33.27629
C  12.12824  14.06565  32.58106
O  12.18184  15.11171  32.02517
O  11.08254  13.22854  32.73299
F  13.57338  11.31979  33.51100
H  11.00382  12.40177  34.69437
H  11.10708  11.22923  33.29859
H  13.20044  12.64906  35.04997
C  7.45250  10.55079  29.39316
C  8.15600  11.18274  30.61433
O  9.38515  11.58334  30.04186
C  9.71445  10.65812  29.12094
O  10.85139  10.56079  28.82352
O  8.61687  9.95920  28.71181
F  8.34361  10.14502  31.51327
H  6.96702  11.29642  28.73609
H  6.78498  9.72735  29.68310
H  7.78709  12.10357  31.11314
C  2.32936  18.56690  33.02624
O  1.78721  19.87444  33.06277
C  2.51575  20.80963  32.27803
C  2.24592  22.23797  32.79160
O  2.58417  23.17841  31.74605
C  2.59456  24.56674  32.25011
C  3.90805  24.97285  32.73700
O  4.89796  25.28425  31.77188
C  5.40678  24.07520  31.15891
H  3.24028  18.48271  33.66680
H  2.51252  18.18105  32.05710
H  1.63909  17.78626  33.40122
H  2.16322  20.80765  31.21624
H  3.57490  20.54450  32.25376
H  2.83288  22.37177  33.70669
H  1.16207  22.36705  33.04425
H  1.78127  24.69117  33.00020
H  2.38640  25.23720  31.45139
H  4.30491  24.21992  33.42011
H  3.68848  25.89117  33.30924
H  6.41391  24.18138  30.71432
H  4.66329  23.80695  30.35175
H  5.41126  23.30347  31.89729
C  15.03437  12.06364  37.05706
O  14.07297  13.06679  36.98718
C  12.82925  12.83974  37.57367
C  11.99693  14.10290  37.52274
O  11.52345  14.33519  36.24741
C  10.66294  15.48845  36.13732
C  9.49844  15.22446  35.22760
O  8.69938  14.14721  35.82701
C  7.74670  13.59842  34.93869
H  14.92477  11.16647  36.39621
H  15.13132  11.60247  38.03271
H  15.96544  12.57934  36.79907
H  12.97411  12.60201  38.62554
H  12.27008  11.98592  37.15498
H  12.63617  14.94316  37.70973
H  11.30136  14.02279  38.30148
H  11.19902  16.35420  35.80511
H  10.15826  15.62220  37.07746
H  9.71609  14.83522  34.22150
H  8.86813  16.13757  35.20420
H  7.12071  14.27609  34.39653
H  7.00439  12.91637  35.41193
H  8.27915  12.96498  34.22477
C  12.22784  21.98464  32.57065
O  12.47887  21.14723  33.65157
C  11.81188  19.88334  33.69495
C  12.21596  18.80397  32.70609
O  12.02000  19.08009  31.34724
C  10.63171  18.83650  30.95226
C  10.30120  19.46497  29.57897
O  10.31489  20.90564  29.67835
C  10.64810  21.51472  28.41264
H  12.99608  22.04066  31.81667
H  12.18530  22.99732  32.96156
H  11.27890  21.74916  32.02518
H  10.67822  19.98578  33.77913
H  12.10111  19.47217  34.65939
H  11.83334  17.71637  32.98609
H  13.30323  18.76091  32.77434
H  9.93660  19.37292  31.64382
H  10.43937  17.76367  31.05598
H  9.27614  19.10521  29.36434
H  11.07814  19.18135  28.83840
H  11.50618  22.09331  28.66460
H  9.82350  22.15398  28.14807
H  10.87432  20.81638  27.61236
C  1.09223  16.75781  26.46500
O  0.48825  18.07134  26.78114
C  -0.91836  18.01492  26.48735
C  -1.18205  18.20994  24.97124
O  -0.53612  19.47426  24.63939
C  -0.56417  19.76008  23.26735
C  -1.93337  20.05578  22.65296
O  -2.46424  18.72872  22.43422
C  -3.87658  18.67996  22.21488
H  0.44263  15.91614  26.78011
H  2.02541  16.70203  27.05573
H  1.16405  16.62506  25.35626
H  -1.27450  18.93371  26.99062
H  -1.38592  17.18335  27.03749
H  -2.26072  18.22561  24.82590
H  -0.76820  17.45637  24.33148
H  -0.14564  18.93229  22.59958
H  0.06882  20.65336  23.07913
H  -1.81963  20.46365  21.66723
H  -2.59886  20.61190  23.28389
H  -4.40955  18.81351  23.13961
H  -4.10258  17.73409  21.74238
H  -4.15814  19.47148  21.48836
C  4.76243  15.29998  29.94702
O  5.42391  14.23130  30.65103
C  4.70478  12.99107  30.62607
C  4.97881  12.22858  31.91401
O  4.93116  10.78015  31.55682
C  5.27248  9.87801  32.52322
C  4.21264  9.70614  33.63894
O  4.31821  10.83818  34.50022
C  3.35241  10.71099  35.57985
H  5.43644  16.13647  30.01106
H  3.80752  15.50509  30.44366
H  4.66338  15.03947  28.87185
H  4.96464  12.39982  29.71442
H  3.57609  13.10475  30.54624
H  4.29159  12.42641  32.72690
H  6.03188  12.40647  32.24182
H  6.22474  9.99137  32.98185
H  5.26405  8.88204  32.03987
H  4.32642  8.75953  34.20831
H  3.27343  9.59197  33.12122
H  3.51326  9.78532  36.14360
H  2.35669  10.79050  35.17762
H  3.53034  11.59143  36.22575
C  9.69976  17.87435  24.61934
O  8.73005  18.52578  23.85915
C  8.78682  19.94640  23.82926
C  7.44713  20.43207  23.36037
O  6.89503  19.94936  22.18176
C  6.38473  18.68455  22.10002
C  4.88498  18.78755  21.94224
O  4.24563  19.26280  23.13901
C  2.85444  19.31035  23.08566
H  10.61286  17.72590  24.01553
H  9.26738  16.87732  24.86048
H  9.83237  18.43396  25.54576
H  9.56749  20.24194  23.12389
H  9.02803  20.36324  24.77747
H  7.60059  21.44854  23.09948
H  6.78143  20.35390  24.19410
H  6.69974  18.02764  22.88226
H  6.73332  18.23659  21.11621
H  4.43298  17.83619  21.71255
H  4.72881  19.44738  21.12598
H  2.51288  19.71187  22.12231
H  2.43289  19.88750  23.95240
H  2.37277  18.32420  23.16460
C  3.23835  12.55865  23.80041
O  4.51371  12.70233  23.24047
C  4.85201  11.66446  22.33382
C  6.17913  11.93511  21.79032
O  6.54018  10.90863  20.89227
C  7.44517  11.40314  19.94224
C  8.76290  11.78373  20.58053
O  9.40663  10.60740  21.10522
C  10.61363  10.96010  21.79222
H  2.42557  12.36137  23.14358
H  3.02992  13.38192  24.48309
H  3.22209  11.67304  24.45653
H  4.08920  11.74756  21.56643
H  4.85725  10.65351  22.76864
H  6.91818  11.95888  22.58631
H  6.28785  12.91675  21.39230
H  7.05981  12.21216  19.36196
H  7.60305  10.53753  19.25515
H  8.70697  12.53091  21.36405
H  9.46167  12.18937  19.81733
H  10.79070  10.15926  22.49833
H  10.49910  11.93335  22.25265
H  11.44339  11.12401  21.08559
C  1.19074  12.46494  20.01913
O  -0.01033  12.98806  20.61504
C  0.30327  13.97974  21.62414
C  -1.05978  14.59042  22.16337
O  -1.62184  13.75603  23.19065
C  -1.12923  14.04963  24.44743
C  -0.99133  12.75043  25.20310
O  -0.02015  11.86970  24.61382
C  0.35007  10.74379  25.31309
H  0.96522  11.79326  19.17900
H  1.82151  12.03207  20.74648
H  1.81659  13.26469  19.63927
H  1.09127  14.56175  21.17479
H  0.74075  13.41641  22.52234
H  -1.81002  14.57825  21.35083
H  -0.91164  15.59977  22.51213
H  -1.91101  14.68316  24.96877
H  -0.18473  14.54918  24.43745
H  -2.02774  12.33796  25.21574
H  -0.70817  12.96444  26.21748
H  -0.49216  10.12637  25.50910
H  0.88087  11.00707  26.20759
H  1.02840  10.20231  24.60553
C  8.57330  15.46988  31.35257
O  8.10279  16.21846  30.24003
C  8.15857  15.43784  29.04908
C  7.82887  16.35841  27.89362
O  6.54621  16.82809  27.87580
C  6.37733  17.64770  26.77979
C  4.88935  17.69999  26.42433
O  4.29953  16.41724  26.06188
C  4.57508  16.03946  24.73881
H  9.58029  15.04097  31.20213
H  7.78828  14.72366  31.53351
H  8.49819  16.12831  32.21792
H  7.39225  14.64671  29.00897
H  9.20113  15.00557  28.97736
H  8.05838  15.85795  26.96958
H  8.56833  17.10511  28.01213
H  6.84623  17.13686  25.91769
H  6.80028  18.63194  26.93696
H  4.64951  18.42508  25.64647
H  4.42218  17.94145  27.38482
H  4.63747  16.94009  24.11705
H  3.74661  15.49407  24.36163
H  5.48969  15.56211  24.64735
F  7.57793  16.30740  20.13794
C  8.09907  15.75690  21.22930
C  9.48527  15.69227  21.47938
C  9.91908  15.16856  22.67380
C  9.04848  14.51798  23.54512
C  7.68139  14.62788  23.30369
C  7.23816  15.26496  22.14383
H  10.17671  15.95895  20.67381
H  10.94768  15.12727  22.90650
H  9.42332  14.05616  24.42871
H  7.05525  14.07678  23.95739
H  6.23570  15.35187  21.79155
F  6.21005  13.18909  26.93545
C  7.07934  12.29980  26.29665
C  8.38944  12.33909  26.68521
C  9.25215  11.41438  26.16271
C  8.71183  10.43191  25.29870
C  7.39270  10.45001  24.88296
C  6.54887  11.45098  25.36621
H  8.70688  13.15471  27.31371
H  10.30648  11.41137  26.44484
H  9.26459  9.63905  24.87071
H  7.08826  9.86751  23.99473
H  5.57323  11.59423  24.93637
F  6.18772  22.00693  26.05825
C  5.02338  21.70840  26.60109
C  4.13944  20.83864  25.93761
C  2.88890  20.52807  26.51442
C  2.60948  21.09390  27.75122
C  3.42614  22.04167  28.34747
C  4.61419  22.36658  27.70894
H  4.50189  20.43288  24.96575
H  2.14871  19.85371  26.08483
H  1.72647  20.76231  28.25974
H  3.14318  22.35114  29.36072
H  5.22313  23.15772  28.08159
F  6.32703  17.50905  32.45662
C  6.49643  18.68974  31.80328
C  6.04179  18.79532  30.48454
C  6.11334  20.01128  29.79325
C  6.76211  21.06633  30.40531
C  7.21375  20.98082  31.71154
C  7.14849  19.73274  32.37958
H  5.58748  17.93658  29.96763
H  5.70508  19.95676  28.79197
H  6.88889  21.96280  29.89165
H  7.71848  21.79436  32.20117
H  7.61854  19.70981  33.33655
F  0.26938  12.05312  29.99071
C  1.30606  12.07154  29.13804
C  1.49663  13.24412  28.40811
C  2.52217  13.36279  27.51618
C  3.46731  12.33538  27.46136
C  3.24324  11.15431  28.13908
C  2.10188  10.97795  28.96898
H  0.83561  14.04310  28.62730
H  2.65467  14.22928  26.91033
H  4.31033  12.53181  26.86719
H  3.98125  10.39390  28.10281
H  1.98013  10.02995  29.60362
F  11.88420  13.46565  25.27109
C  11.74476  14.18728  26.47942
C  11.90598  13.50241  27.68152
C  11.90851  14.26570  28.86394
C  11.99649  15.64283  28.75079
C  11.83442  16.34345  27.53522
C  11.62774  15.59431  26.36558
H  11.84413  12.43226  27.54007
H  11.79821  13.90066  29.86677
H  12.06599  16.26960  29.60929
H  11.96562  17.34807  27.73805
H  11.52256  16.13253  25.43453

Values from the calculation:
HOMO, Ha: -0.331
Electronic energy, eV: -191467.1673
Kohn-Sham gap, eV: 9.46
Total charge: 0

Löwdin population analysis, charges in e, atoms 1 to 2:
1. C -0.02
2. C -0.30